19
Properties=species:S:1:pos:R:3 method="wB97M-V/def2-TZVPD" energy_ev=-13326.0974 e_above_lowest_kj_mol=646.0 homo_lumo_gap_ev="8.16 / 8.16" homo_energy_ev="-13.16 / -13.16" total_charge=+1
C 1.130 -0.188 -0.123
C -2.108 0.228 0.690
C -2.533 0.624 -0.660
C -1.213 0.068 -0.450
C 3.443 0.345 -0.200
N 1.300 -1.354 0.407
N 0.489 -2.301 0.058
N -0.727 -2.253 -0.039
N 0.006 0.261 -0.854
O 2.078 0.654 -0.307
H -1.780 1.011 1.349
H -2.367 -0.642 1.086
H -3.325 0.058 -1.058
H -2.578 1.781 -0.671
H 3.951 -0.222 -0.986
H 3.706 -0.470 0.553
H 3.938 1.325 -0.016
H -1.052 -3.221 -0.417
H 0.255 0.664 -1.688

21
Properties=species:S:1:pos:R:3 method="wB97M-V/def2-TZVPD" energy_ev=-7482.6924 e_above_lowest_kj_mol=347.5 homo_lumo_gap_ev=8.42 homo_energy_ev=-8.06 total_charge=0
C 2.055 -0.699 -0.181
C 0.795 -1.261 -0.841
C -0.133 0.761 1.164
C 0.374 2.105 0.790
C -0.322 -0.235 -1.072
C -1.126 0.265 0.173
C -2.071 -0.805 0.723
H 2.854 -1.448 -0.166
H 2.430 0.178 -0.724
H 1.853 -0.399 0.855
H 1.065 -1.670 -1.823
H 0.418 -2.106 -0.252
H 1.442 2.219 1.006
H -0.132 2.759 1.521
H 0.142 2.485 -0.220
H 0.100 0.635 -1.591
H -1.067 -0.668 -1.750
H -1.731 1.108 -0.216
H -2.588 -0.438 1.615
H -1.528 -1.711 1.013
H -2.831 -1.074 -0.021

92
Properties=species:S:1:pos:R:3 method="wB97M-V/def2-TZVPD" energy_ev=-63037.8371 homo_lumo_gap_ev=7.01 homo_energy_ev=-4.99 total_charge=-1
C 2.787 -1.841 2.024
C 2.667 -1.799 0.527
O 2.212 -2.727 -0.092
O 3.092 -0.651 -0.048
C 1.979 0.006 -0.663
C 2.378 1.388 -1.154
C 1.211 2.286 -1.452
O 0.416 2.747 -0.383
C -0.688 1.932 -0.067
C -2.016 2.405 -0.686
N -2.621 1.270 -1.371
C -3.900 1.564 -2.028
C -4.780 0.301 -1.975
C -5.905 0.335 -3.021
O -3.969 -0.836 -2.225
N 0.539 1.597 -2.570
C 1.672 1.183 -3.401
O 1.543 0.804 -4.532
C 2.976 1.348 -2.569
P 3.876 2.884 -3.046
N 4.921 3.477 -2.006
C 4.084 0.226 -2.783
O 4.965 0.246 -1.907
O 3.971 -0.464 -3.774
H 3.023 -2.835 2.365
H 3.581 -1.174 2.333
H 1.853 -1.555 2.485
H 1.207 0.087 0.102
H 1.565 -0.601 -1.463
H 3.077 1.732 -0.417
H 1.533 3.198 -1.926
H -0.821 1.924 1.008
H -0.542 0.900 -0.356
H -1.863 3.258 -1.349
H -2.674 2.694 0.121
H -1.990 0.943 -2.084
H -3.719 1.794 -3.078
H -4.382 2.399 -1.541
H -5.134 0.203 -0.958
H -6.718 -0.269 -2.659
H -6.208 1.362 -3.187
H -5.500 -0.070 -3.935
H -3.602 -0.765 -3.106
H 0.110 0.705 -2.339
H 2.895 3.874 -3.293
H 4.455 2.594 -4.294
H 4.577 4.400 -1.763
C -7.762 -2.140 1.311
C -7.480 -2.920 0.041
O -6.807 -2.117 -0.922
H -8.383 -1.270 1.090
H -8.275 -2.760 2.049
H -6.832 -1.777 1.751
H -8.413 -3.263 -0.407
H -6.857 -3.790 0.254
H -5.976 -1.825 -0.536
C -0.255 -6.650 2.904
C 0.682 -5.693 2.185
O 1.913 -5.542 2.889
H -0.460 -6.294 3.914
H -1.197 -6.748 2.367
H 0.197 -7.641 2.995
H 0.237 -4.702 2.114
H 0.891 -6.045 1.170
H 2.327 -6.407 2.944
C 7.705 5.817 -1.133
C 7.641 5.180 0.243
O 6.302 4.845 0.591
H 7.088 6.716 -1.163
H 8.731 6.086 -1.393
H 7.321 5.130 -1.890
H 8.005 5.869 1.005
H 8.258 4.276 0.274
H 5.985 4.226 -0.085
C -3.677 -5.513 3.028
C -5.072 -5.110 2.586
O -5.035 -3.851 1.920
H -3.255 -4.758 3.692
H -3.690 -6.472 3.549
H -3.013 -5.594 2.167
H -5.734 -5.003 3.443
H -5.500 -5.863 1.914
H -4.456 -3.951 1.158
C 2.910 4.382 2.794
C 3.077 3.014 2.155
O 3.749 3.103 0.909
H 2.354 5.043 2.129
H 2.376 4.310 3.746
H 3.883 4.843 2.974
H 2.104 2.565 1.956
H 3.636 2.345 2.821
H 4.625 3.469 1.038

104
Properties=species:S:1:pos:R:3 method="wB97M-V/def2-TZVPD" energy_ev=-76650.0123 homo_lumo_gap_ev=9.17 homo_energy_ev=-9.09 total_charge=0 smiles="C[C@H]1COC(=O)O1.C[C@H]1COC(=O)O1.C[C@H]1COC(=O)O1.O=S1(=O)CCCC1.CC(C)=O.CC(C)=O.CC(C)=O.CC(C)=O.CC(C)=O"
C -9.839 -0.393 8.002
C -9.796 -0.036 9.466
C -10.574 1.201 9.882
O -11.890 0.632 10.063
C -11.756 -0.707 10.275
O -12.609 -1.421 10.433
O -10.451 -1.060 10.259
H -9.865 -1.474 7.892
H -8.956 -0.074 7.442
H -10.711 -0.004 7.461
H -8.738 -0.019 9.737
H -10.540 1.942 9.081
H -10.276 1.650 10.826
C -7.532 2.104 2.467
C -6.861 1.887 3.782
C -7.743 1.651 4.997
O -6.872 0.823 5.831
C -6.047 0.138 5.008
O -5.407 -0.762 5.358
O -6.102 0.631 3.764
H -8.400 1.469 2.318
H -6.797 2.102 1.674
H -8.017 3.094 2.503
H -6.174 2.723 3.953
H -8.639 1.068 4.751
H -8.009 2.568 5.513
C -4.183 -2.911 7.655
C -4.461 -1.903 8.716
C -5.878 -1.300 8.717
O -6.285 -1.349 10.071
C -5.396 -2.100 10.795
O -5.575 -2.436 11.905
O -4.282 -2.391 10.057
H -3.188 -3.326 7.742
H -4.378 -2.411 6.701
H -4.940 -3.706 7.617
H -3.707 -1.111 8.610
H -6.573 -1.930 8.141
H -5.928 -0.333 8.219
C -8.299 -2.252 2.282
C -9.737 -1.944 1.943
O -10.367 -1.155 2.591
C -10.317 -2.641 0.755
H -8.138 -3.306 2.073
H -8.128 -2.010 3.319
H -7.678 -1.599 1.665
H -11.338 -2.312 0.568
H -10.382 -3.722 0.921
H -9.703 -2.513 -0.139
C -4.330 -4.919 1.957
C -4.252 -6.368 1.545
O -3.363 -6.803 0.885
C -5.457 -7.214 1.851
H -4.420 -4.938 3.050
H -5.071 -4.323 1.433
H -3.380 -4.416 1.752
H -6.109 -7.176 0.976
H -6.043 -6.864 2.702
H -5.099 -8.224 2.023
C -12.347 -6.722 2.781
C -10.897 -6.437 3.094
O -10.575 -5.936 4.116
C -9.880 -6.889 2.074
H -12.457 -7.809 2.704
H -12.678 -6.241 1.863
H -12.967 -6.397 3.613
H -9.084 -7.385 2.634
H -9.554 -6.053 1.471
H -10.330 -7.673 1.466
C -8.769 -3.339 6.214
C -7.520 -4.147 6.080
O -7.049 -4.712 7.014
C -6.875 -4.142 4.733
H -9.217 -3.536 7.182
H -9.439 -3.524 5.372
H -8.498 -2.277 6.139
H -6.561 -3.129 4.470
H -7.537 -4.529 3.962
H -5.962 -4.736 4.760
C -9.873 -6.623 8.120
C -8.666 -6.735 9.020
O -7.973 -7.712 9.026
C -8.478 -5.641 10.068
H -9.909 -7.484 7.451
H -9.808 -5.748 7.467
H -10.773 -6.550 8.726
H -9.443 -5.393 10.504
H -8.066 -4.745 9.603
H -7.788 -6.065 10.792
C -3.843 -8.900 5.633
C -4.408 -7.580 6.177
C -5.733 -7.945 6.842
S -6.486 -9.289 5.896
O -7.402 -8.743 4.924
O -6.842 -10.355 6.768
C -4.952 -9.698 5.006
H -3.413 -9.472 6.461
H -3.029 -8.726 4.928
H -4.492 -6.820 5.399
H -3.735 -7.245 6.962
H -6.465 -7.195 7.108
H -5.438 -8.428 7.780
H -5.130 -9.471 3.952
H -4.898 -10.787 5.002

16
Properties=species:S:1:pos:R:3 method="wB97M-V/def2-TZVPD" energy_ev=-11351.3844 e_above_lowest_kj_mol=263.2 homo_lumo_gap_ev=9.37 homo_energy_ev=-8.62 total_charge=0 smiles="C=C([O-])[N@H+](C)C(N)=O"
C 1.195 -1.214 -0.655
N 0.315 -0.048 -0.508
C 0.901 1.068 0.218
C -1.278 -0.347 -0.072
N 0.119 2.172 0.214
C -1.540 -1.046 1.017
O -1.824 0.235 -1.069
O 1.980 0.975 0.753
H -0.373 0.308 -1.409
H -0.814 2.153 -0.169
H 0.391 2.929 0.818
H 0.645 -1.993 -1.180
H 1.492 -1.568 0.331
H 2.091 -0.937 -1.209
H -0.742 -1.381 1.660
H -2.559 -1.307 1.260

33
Properties=species:S:1:pos:R:3 method="wB97M-V/def2-TZVPD" energy_ev=-36832.7683 spin_multiplicity=2 homo_lumo_gap_ev="6.18 / 6.29" homo_energy_ev="-11.09 / -11.60" total_charge=+1
Na -1.288 -0.193 3.105
Na -3.035 -1.421 -0.019
Pb -3.708 2.385 0.860
C -1.247 0.772 0.376
O -2.162 0.921 -0.474
O -1.112 1.656 1.202
O -0.796 -0.362 0.563
C 1.029 -3.011 2.870
O 0.250 -2.580 3.709
N 2.085 -3.708 3.079
N 0.878 -2.814 1.568
H 2.674 -4.056 2.336
H 2.321 -3.820 4.055
H 1.561 -3.076 0.871
H 0.226 -2.051 1.454
C -0.334 -1.932 -2.341
O 0.665 -1.804 -1.347
H 0.181 -2.393 -3.184
H -1.170 -2.502 -1.937
H -0.698 -0.964 -2.685
H 0.305 -1.201 -0.692
C -0.259 1.994 -2.755
O -1.588 1.732 -2.973
H -0.191 3.004 -2.352
H 0.180 1.281 -2.057
H 0.302 1.923 -3.686
H -1.962 1.505 -2.118
C 1.334 3.650 0.198
O 0.947 3.440 1.489
H 0.527 3.930 -0.479
H 2.188 4.319 0.097
H 1.581 2.659 -0.181
H 0.316 2.718 1.447